Record 1
# H4O2

A cluster of 2 separate species, H4O2 in total at a distorted geometry (wB97M-V/def2-TZVPD, OMol25).

Bonds (Å) are listed after each position.
Atoms and positions in Å:
1 H 0.192 0.596 1.966  O5 0.985
2 H 0.155 0.237 0.477  O5 1.046
3 H -1.155 0.376 -1.626  O6 0.996
4 H -0.258 -0.815 -1.044  O6 1.023
5 O 0.350 -0.200 1.407  H1 0.985, H2 1.046
6 O -0.217 0.151 -1.379  H3 0.996, H4 1.023

The calculation puts the highest occupied orbital energy at -11.1 eV. The value obtained for the energy above the lowest of the compared OMol25 structures with the same formula, charge and spin is 7.11 kcal per mole. The orbital gap comes out at 11.7960 eV. The maximum force comes out at 3.3 eV/Å. The LUMO energy is 0.72 eV.

Partial charges, Mulliken, in e: 0.317 0.383 0.347 0.363 -0.669 -0.741

---

Record 2
# C6H10O

An isolated molecule of C6H10O (wB97M-V/def2-TZVPD, OMol25).

Bonds (Å) are listed after each position.
Atoms and positions in Å:
1 C -2.211 -0.205 0.365  C2 1.500, H8 1.097, H9 1.094, H10 1.096
2 C -1.019 0.703 0.440  C1 1.500, C6 1.334, H11 1.091
3 O 0.939 -1.894 1.236  C4 1.206
4 C 1.254 -1.735 0.083  O3 1.206, C5 1.523, H12 1.111
5 C 0.601 -0.722 -0.847  C4 1.523, C6 1.509, H13 1.098, H14 1.099
6 C 0.185 0.526 -0.109  C2 1.334, C5 1.509, C7 1.509
7 C 1.267 1.570 0.011  C6 1.509, H15 1.098, H16 1.094, H17 1.097
8 H -3.099 0.366 0.066  C1 1.097
9 H -2.082 -1.020 -0.353  C1 1.094
10 H -2.429 -0.655 1.340  C1 1.096
11 H -1.172 1.618 1.013  C2 1.091
12 H 2.054 -2.358 -0.370  C4 1.111
13 H 1.300 -0.491 -1.662  C5 1.098
14 H -0.251 -1.238 -1.310  C5 1.099
15 H 1.354 2.142 -0.923  C7 1.098
16 H 1.061 2.277 0.820  C7 1.094
17 H 2.247 1.115 0.199  C7 1.097

The calculation puts the highest occupied orbital energy at -9.0 eV. The value obtained for the energy above the lowest of the compared OMol25 structures with the same formula, charge and spin is 10.48 kcal per mole. The orbital gap comes out at 10.0232 eV. The maximum force comes out at 0.5 eV/Å. The LUMO energy is 0.99 eV.

Atomic partial charges in e from the Mulliken method, atoms 1 to 6: -1.143 -0.369 -0.460 0.076 -0.970 1.024